{
  "formula": "C36H71FN2O10",
  "method": "ωB97M-V with the def2-TZVPD basis set",
  "species": ["F", "O", "O", "O", "O", "O", "O", "O", "O", "O", "O", "N", "N", "C", "C", "C", "C", "C", "C", "C", "C", "C", "C", "C", "C", "C", "C", "C", "C", "C", "C", "C", "C", "C", "C", "C", "C", "C", "C", "C", "C", "C", "C", "C", "C", "C", "C", "C", "C", "H", "H", "H", "H", "H", "H", "H", "H", "H", "H", "H", "H", "H", "H", "H", "H", "H", "H", "H", "H", "H", "H", "H", "H", "H", "H", "H", "H", "H", "H", "H", "H", "H", "H", "H", "H", "H", "H", "H", "H", "H", "H", "H", "H", "H", "H", "H", "H", "H", "H", "H", "H", "H", "H", "H", "H", "H", "H", "H", "H", "H", "H", "H", "H", "H", "H", "H", "H", "H", "H", "H"],
  "coordinates": [[5.44097, 1.50673, -2.84111], [3.31661, 0.80969, -2.67355], [0.73847, -2.75709, 6.46613], [0.87712, -2.06113, 0.48700], [3.72236, -1.34238, -3.06051], [-7.25529, -0.02374, -1.99225], [-1.23569, -2.65441, -2.89572], [1.53858, -0.52610, -3.01564], [4.13976, 1.08173, 2.76828], [-2.42496, 3.03006, 0.08614], [-2.59505, -0.08002, -5.39868], [-6.12231, -0.67002, -1.40439], [5.15736, 1.31385, 1.78890], [5.47742, 2.69619, 1.57082], [3.12600, -2.70548, 6.06978], [4.23539, 3.41206, 1.17995], [1.58485, 0.04008, 1.31909], [1.50915, -0.59568, 5.58934], [-2.13940, -4.67551, -3.66842], [6.19695, 0.25562, 1.71183], [-0.58076, -0.20889, -0.09682], [-6.04873, -0.27378, -0.00203], [-4.77072, -0.84509, 0.60727], [2.73856, -0.32994, -2.88332], [1.67902, -2.03466, 6.08322], [-2.95626, 4.13092, 0.16978], [-4.62085, -2.63449, -1.18741], [7.63897, 1.90822, 0.41012], [-1.29441, -3.84100, -2.75417], [-3.19090, 4.73300, 1.51446], [-7.39044, -0.63466, 0.80139], [-5.93758, -2.27012, -3.29892], [-4.39859, -2.27896, 0.30774], [4.99315, -0.66256, -3.00090], [7.00267, 0.16947, 3.12769], [6.52188, 2.97134, 0.41911], [0.66397, -0.83216, 0.56376], [-7.14811, -2.95786, -1.21751], [-3.52009, 4.86404, -0.97887], [6.17479, 3.39812, 2.80878], [-5.98323, -2.11795, -1.77827], [5.41803, -1.06791, 1.46555], [-0.43752, -4.56860, -1.65426], [-2.41191, 2.23136, -5.05451], [-5.73247, 1.29041, 0.06986], [7.02991, 0.53964, 0.50845], [-2.57340, 0.57661, -3.07881], [4.66826, 0.62705, -2.28151], [-2.56681, 0.84564, -4.61007], [7.22503, 3.11362, 2.87312], [6.42475, 0.26815, -0.35652], [-0.46294, -0.11160, -1.17606], [-3.15517, 4.39973, -1.89504], [8.31802, 2.00144, 1.25765], [-7.06370, -3.94451, -1.67304], [-2.41434, 2.82812, -4.14238], [-4.59410, -3.72169, -1.26072], [-5.44261, 1.45294, 1.10797], [-5.02295, -2.96790, 0.87664], [8.14087, 1.98015, -0.55477], [-4.59507, 5.02093, -0.88996], [6.05322, 2.87225, -0.56000], [-2.06683, -0.29338, -2.66095], [7.61423, -0.72479, 3.24766], [-2.45340, 1.51558, -2.53841], [6.43136, 0.34866, 4.03851], [4.60283, 1.21382, 3.59878], [1.04585, 0.97441, 1.47592], [-1.38436, -0.93512, 0.02528], [-3.40754, -2.58563, 0.64220], [5.31636, -0.43713, -4.01718], [6.90004, 3.99251, 0.46710], [-7.35336, -1.40877, 1.56787], [-5.46186, -1.40817, -3.76672], [4.45988, -0.90349, 0.97258], [-3.64360, 0.38954, -3.16703], [2.59558, 0.21395, 0.94990], [-2.52602, -4.11784, -4.52143], [-6.97340, -2.39783, -3.61335], [-4.15605, 5.20036, 1.70982], [5.91523, -1.77299, 0.79940], [6.17157, 4.48584, 2.87917], [0.46304, -0.35937, 5.39465], [-0.87336, 0.70375, 0.42238], [1.72585, -0.55234, 2.22312], [-0.51807, -4.10736, -0.66995], [4.72485, 0.64609, -1.19314], [1.84888, 0.17787, 6.27805], [2.04625, -0.53205, 4.64299], [-6.63288, 1.84845, -0.18692], [5.74493, -1.28313, -2.51324], [-3.85643, -2.23784, -1.85557], [3.18477, -3.36060, 5.20061], [3.47874, 3.43715, 1.96415], [-1.62271, -5.59556, -3.94159], [-2.98324, -4.99433, -3.05655], [-3.87353, -0.22976, 0.53997], [4.38149, 4.41714, 0.78427], [-4.97587, 1.68167, -0.61027], [-7.02866, -3.20107, -0.16173], [5.67217, 2.97828, 3.68012], [-7.66520, 0.19416, 1.45381], [-8.17469, -2.73632, -1.50935], [-4.94550, -0.88628, 1.68238], [5.13348, -1.43827, 2.45042], [-1.54080, 2.47076, -5.66439], [-8.30749, -0.70866, 0.21689], [-3.06006, 5.85215, -0.99022], [3.31927, -3.32081, 6.94848], [3.93343, -1.97525, 6.01580], [3.74943, 2.85332, 0.38011], [7.68333, 1.01453, 3.23104], [7.89040, -0.12828, 0.46918], [-7.99501, -0.43255, -1.53696], [-0.59988, -5.62462, -1.43845], [-2.35810, 5.43348, 1.57675], [-5.31364, -3.08251, -3.67150], [-3.24014, 4.01369, 2.33194], [0.59809, -4.63311, -1.98811], [-3.30580, 2.37513, -5.66146]],
  "atomic_forces_ev_per_a": [[1.28, 2.89, -0.55], [0.37, 2.26, 0.86], [1.85, 2.00, -0.95], [-0.63, 2.44, 0.14], [-0.80, 1.35, 0.52], [0.75, -0.76, -0.07], [0.01, 0.71, 0.34], [3.12, 0.48, 0.50], [0.99, 0.27, -1.13], [-0.16, 1.23, -0.41], [-0.57, 0.39, 0.14], [0.83, 0.25, -0.67], [0.02, -1.02, -1.43], [2.23, 2.56, 0.44], [-0.94, 1.06, -0.03], [-1.65, 0.27, -0.31], [-0.39, 0.11, 0.61], [-0.37, -0.78, -0.18], [-0.27, -0.45, 0.36], [-1.18, -0.27, 2.56], [0.19, -0.91, 0.87], [0.41, 0.80, -0.34], [0.43, -1.16, 1.76], [-2.64, -3.48, -1.60], [-0.53, -2.22, 1.25], [-0.89, -2.51, 0.97], [-0.46, 0.57, 0.33], [-0.93, 0.86, -0.01], [0.96, -1.01, 0.57], [-0.25, 0.02, 0.84], [0.63, 1.32, 0.70], [-0.12, 0.55, 0.01], [-0.79, -0.95, -1.43], [-0.64, -1.31, 0.37], [0.27, 0.77, -1.48], [-0.20, -1.77, 0.03], [0.01, -2.75, -1.80], [0.58, -1.54, -0.31], [1.05, 0.64, -0.90], [-0.51, -1.14, 0.15], [-0.10, 0.16, 1.05], [-0.32, 0.49, 0.52], [-0.33, -0.26, -0.22], [-0.89, 1.13, 0.22], [-1.55, -0.85, -0.01], [1.06, -0.49, -0.46], [-1.26, 0.93, -1.70], [-0.76, -2.34, -0.16], [3.07, -2.75, 0.68], [0.02, -0.15, 0.01], [0.03, 0.27, -0.18], [0.37, 0.32, 0.12], [-0.64, -0.19, -0.11], [0.27, 0.32, -0.21], [0.30, -0.29, -0.22], [-0.10, 0.60, -0.46], [-0.11, -0.10, -0.32], [-0.04, 0.41, -0.04], [-0.42, 0.05, 0.12], [0.52, 0.08, 0.21], [0.04, -0.30, -0.15], [-0.39, 0.05, -0.12], [0.06, 0.13, -0.57], [-0.26, -0.21, -0.13], [0.21, -0.34, 0.30], [-0.77, -0.58, -0.15], [0.00, 0.03, 1.07], [0.58, 0.17, 0.45], [-0.11, -0.09, 0.01], [0.29, 0.52, -0.19], [0.04, 0.16, 0.02], [-0.10, -0.03, 0.33], [0.37, -0.67, -0.65], [-0.38, 0.31, 0.08], [0.00, 0.48, -0.10], [-0.63, -0.38, 1.37], [-0.23, -0.03, -0.43], [0.27, 0.01, 0.06], [0.18, 0.13, -0.61], [0.04, 0.74, -0.92], [0.52, -0.22, 0.57], [-0.49, 0.02, -0.40], [-0.11, -0.34, 0.03], [0.06, 0.18, -0.44], [0.15, 0.52, 0.44], [0.30, 0.62, -0.33], [0.03, 0.13, 0.00], [0.51, -0.29, 0.07], [0.25, 0.33, 0.07], [-0.17, 0.10, 0.31], [-0.21, -0.04, 0.10], [0.28, 0.12, 0.22], [-0.06, 0.08, -0.13], [0.18, 0.16, 0.22], [0.04, 0.06, -0.22], [-0.26, -0.14, 0.02], [-0.30, 0.39, -0.70], [0.31, 0.10, 0.28], [0.31, -0.74, 0.03], [-0.36, 0.55, 0.13], [0.14, 0.36, 0.47], [0.31, 0.59, -0.06], [0.03, 0.85, 0.28], [-0.09, 0.49, 0.33], [0.23, -0.68, -0.23], [0.04, -0.48, 0.11], [0.25, -0.51, -0.27], [-0.11, 0.33, 0.12], [-0.49, 0.05, 0.08], [-0.10, 0.14, -0.21], [0.00, -0.15, -0.26], [0.35, 0.07, -0.47], [-0.15, -0.55, 0.21], [-0.63, -0.05, -0.04], [-0.94, -0.20, -0.53], [-0.14, 0.29, 0.79], [-0.24, -0.48, 0.49], [1.06, -0.34, -0.24], [0.16, 0.81, 0.02], [-0.02, 0.69, -0.08]],
  "e_tot_ha": -2375.82795,
  "multiplicity": 2,
  "s_squared": 0.750,
  "max_force_ev_per_a": 4.7,
  "gap_ha": [0.0539, 0.2938],
  "charge": -1
}

{
  "formula": "C10H18O2",
  "method": "ωB97M-V with the def2-TZVPD basis set",
  "species": ["O", "O", "C", "C", "C", "C", "C", "C", "C", "C", "C", "C", "H", "H", "H", "H", "H", "H", "H", "H", "H", "H", "H", "H", "H", "H", "H", "H", "H", "H"],
  "coordinates": [[-3.06086, -0.66619, 0.02664], [-2.18901, -0.69357, 1.35621], [-1.20414, -0.01372, -1.34475], [-2.15381, -1.23669, -0.98608], [1.28358, 1.75506, -0.16991], [3.72418, -0.95969, -0.23575], [-0.25146, 2.00988, -0.72724], [-1.02912, 0.88637, -0.34463], [1.96131, 0.85445, 0.79216], [-1.63360, 0.58314, 1.18920], [2.10964, -1.47134, -0.35680], [1.55751, -0.73338, 0.73291], [3.01650, 1.13935, 0.94298], [-1.67447, -2.20679, -0.60097], [-0.63612, 0.75349, 1.71693], [1.60544, 2.82995, -0.13138], [1.65140, -1.23387, -1.41435], [1.53614, -1.20340, 1.89713], [-2.28324, 1.26177, 1.15594], [1.65202, 1.22567, -1.16486], [0.40592, -0.83972, 0.68526], [-0.31085, 1.86791, -2.06878], [4.27439, -1.41936, -1.10231], [3.67579, -1.61133, 0.74372], [-2.88096, -1.72086, -1.70930], [-0.83756, 3.07764, -0.38092], [1.91306, -2.63512, -0.38778], [3.97624, 0.18256, -0.19828], [1.38695, 1.13585, 1.88628], [-0.65608, 0.22993, -2.22684]],
  "atomic_forces_ev_per_a": [[1.84, -2.11, 1.54], [-0.89, 0.87, -2.88], [-1.70, -1.32, 2.66], [-0.26, -0.11, 0.45], [0.19, 1.47, -5.61], [-1.57, -2.71, -0.39], [0.18, 2.26, -0.84], [-2.52, -4.16, -0.08], [-4.28, -0.81, 5.81], [7.93, -3.75, -3.03], [2.16, -0.74, -4.31], [-4.37, 1.52, 4.53], [-0.86, -0.38, -0.14], [-0.19, 1.68, -0.06], [-1.91, -0.38, 0.41], [0.68, -1.22, 0.04], [0.66, 0.27, 1.99], [1.32, 1.00, -3.10], [-5.41, 5.73, 1.25], [-0.17, 1.72, 1.28], [1.58, 0.79, -0.26], [0.74, 1.55, 4.27], [-0.10, 0.24, 1.27], [2.13, 1.83, -1.46], [0.83, 1.42, 0.09], [2.10, -2.74, -0.95], [1.07, 2.16, 0.72], [-0.84, -2.71, 0.06], [1.92, -0.58, -2.27], [-0.25, -0.78, -1.00]],
  "e_tot_ha": -541.88484,
  "multiplicity": 1,
  "max_force_ev_per_a": 9.3,
  "gap_ha": 0.3520,
  "charge": 0
}